Molecular formula: C13H42O10
Method: DFT, ωB97M-V with the def2-TZVPD basis set

Geometry (Å):
O1 -0.674 0.463 -1.379
H1 -1.131 3.096 -5.978
H2 1.954 -0.148 -2.836
H3 -2.804 -4.341 1.673
C1 2.122 0.308 4.597
H4 3.202 0.215 4.718
H5 0.043 2.299 -0.806
H6 -5.076 -0.578 2.502
H7 -1.401 0.609 -4.494
C2 -4.044 0.879 3.146
H8 1.020 -3.087 3.524
O2 -3.034 -2.443 1.257
H9 2.160 -0.810 2.800
C3 -3.229 -3.745 0.865
O3 -5.217 0.371 2.496
H10 -0.043 -0.783 0.030
H11 -4.276 -3.977 0.673
H12 2.583 3.102 0.237
C4 2.239 3.494 -1.817
H13 2.237 0.887 2.563
O4 0.653 2.696 -0.180
H14 4.272 -0.913 -3.435
O5 4.346 -2.231 -1.924
O6 -0.281 -2.665 2.175
H15 1.990 3.180 -3.697
C5 2.346 -1.060 -2.385
C6 -1.427 2.063 -6.161
O7 0.286 0.121 2.865
C7 -0.785 0.954 -5.325
C8 1.706 0.124 3.132
C9 3.883 -1.004 -2.420
H16 2.667 2.141 4.578
H17 -1.529 -1.391 -0.850
H18 -1.671 -0.046 0.254
H19 -1.099 1.862 -7.180
H20 -3.864 -0.440 4.491
H21 2.066 -0.968 -1.335
C10 -4.030 0.630 4.620
C11 0.939 -3.232 2.446
H22 -1.196 -0.669 -6.185
C12 -0.992 -0.533 -0.445
H23 0.014 1.042 2.872
H24 0.204 1.333 -5.069
O8 1.956 1.652 4.997
C13 1.944 2.645 -0.517
H25 -3.147 0.479 2.672
O9 2.029 2.636 -2.907
H26 2.437 1.674 -0.494
H27 1.640 4.404 -1.870
H28 1.753 -2.904 1.799
H29 -4.009 1.927 2.849
H30 -2.538 -3.986 0.057
H31 1.673 -0.390 5.303
H32 1.814 -1.901 -2.829
H33 3.283 3.807 -1.808
H34 -0.309 -1.725 2.366
H35 -3.184 1.012 5.192
H36 4.374 -0.171 -1.918
H37 -2.513 2.032 -6.243
H38 -2.133 -2.547 1.572
H39 -4.953 0.892 5.137
H40 -0.945 0.192 -2.259
H41 5.291 -2.167 -1.770
H42 0.858 -4.302 2.253
O10 -0.450 -0.064 -6.197

As for the maximum force: 3.67 eV Å⁻¹. As for the spin multiplicity: 1. The calculation puts the orbital gap at 10.25 eV. As for the LUMO energy: 0.5 eV. Its total charge is 0. The energy above the lowest of the compared OMol25 structures with the same formula, charge and spin is 215.0 kJ/mol. Its SMILES is OCCO.OCCO.CCO.CCO.CCO.CO.CO.CO.

Atom charges from the Löwdin analysis, given in e for atoms 1 to 8: number 1, O, carries -0.132; number 2, H, carries 0.066; number 3, H, carries 0.053; number 4, H, carries 0.079; number 5, C, carries -0.239; number 6, H, carries 0.117; number 7, H, carries 0.071; number 8, H, carries 0.066

---

Molecular formula: C50H85FN3O11
Method: DFT, ωB97M-V with the def2-TZVPD basis set

Geometry (Å):
H1 4.374 2.595 1.740
C1 -0.306 4.688 -6.463
H2 -0.586 -4.947 2.304
C2 6.914 -1.915 1.142
H3 -7.151 -5.591 -0.710
H4 -0.618 -1.903 3.529
H5 -0.050 -0.702 0.009
C3 0.662 0.477 -4.233
H6 -8.201 5.641 -3.779
C4 -5.919 6.995 -4.749
C5 4.295 -0.770 -0.347
H7 2.390 0.894 4.649
H8 -0.362 4.830 1.319
C6 -1.494 4.227 -1.215
O1 -7.193 6.361 -0.050
C7 -6.313 6.083 0.731
H9 -6.819 7.398 -5.214
H10 -1.728 -2.950 -0.635
C8 -1.460 -3.891 3.954
C9 1.866 -0.477 -0.782
H11 -0.342 5.763 -6.645
O2 -1.939 6.509 -0.734
H12 -3.750 -2.670 7.269
C10 -5.026 -5.755 -0.941
H13 -7.030 5.800 -2.448
C11 2.372 -2.786 -3.599
H14 -0.100 6.555 0.980
C12 -2.469 4.741 -5.085
C13 1.744 1.336 -4.368
H15 -3.949 -7.553 -1.356
H16 -7.317 4.216 -3.188
H17 2.164 2.628 4.583
H18 0.288 2.824 0.548
C14 -7.249 5.284 -3.384
C15 2.185 -1.345 -3.909
H19 7.062 -0.613 -0.506
H20 -3.817 1.094 6.649
H21 9.174 -7.680 1.264
C16 9.187 -6.697 0.791
C17 3.648 1.984 2.279
H22 -5.700 -7.779 -1.157
H23 -1.672 -2.409 1.767
C18 7.794 -6.312 0.366
C19 -3.628 -1.612 7.488
H24 -1.746 3.445 -0.496
H25 -5.928 6.693 2.748
H26 -2.508 0.981 5.445
H27 -4.630 4.781 0.507
H28 0.165 -1.661 -1.416
H29 -2.309 4.335 -1.926
H30 0.793 5.320 0.067
C20 -6.138 5.552 -4.363
O3 -2.895 -1.481 5.230
H31 -4.588 -1.193 7.793
C21 1.634 1.681 4.634
H32 1.572 2.393 -4.517
C22 0.890 -2.569 0.441
O4 -5.437 4.668 -4.805
H33 -2.575 5.820 -5.207
H34 5.789 -5.950 1.029
C23 -2.884 0.592 6.388
C24 -6.562 5.983 2.215
C25 -1.533 -4.455 2.530
H35 3.882 1.532 -4.409
H36 -2.443 -3.598 4.306
H37 4.812 -4.436 -2.611
H38 -0.594 3.928 -1.756
C26 -0.429 -2.790 4.130
H39 -6.273 -4.048 -0.639
C27 2.281 2.626 1.999
O5 -0.379 0.938 3.661
H40 0.475 -2.317 1.416
C28 -0.054 2.225 1.389
H41 1.058 1.604 5.548
H42 0.559 -3.183 3.869
H43 0.509 -4.696 0.517
C29 -3.115 -0.895 6.263
C30 0.654 -1.366 -0.490
H44 2.170 3.546 2.579
H45 0.732 4.368 -6.408
H46 -0.628 1.393 0.993
H47 -3.007 -3.456 1.367
N1 5.244 -1.663 -0.674
C31 -0.162 5.564 0.536
C32 0.705 1.437 3.479
H48 -6.521 -4.868 -2.197
H49 -2.924 -1.492 8.314
O6 2.394 -3.688 -4.360
O7 2.442 -3.070 -2.212
H50 1.952 -2.759 0.607
H51 6.652 -7.195 1.951
H52 2.834 0.025 1.756
C33 -4.914 5.801 0.237
H53 -0.377 -2.454 5.164
C34 4.693 -2.692 -1.422
H54 -4.880 5.909 -0.843
C35 3.793 0.529 1.803
H55 -7.605 6.202 2.426
H56 6.309 -3.519 -2.540
H57 0.045 -1.549 -3.890
O8 7.856 -1.542 1.748
H58 4.247 1.313 -0.168
C36 -6.326 -5.015 -1.133
C37 5.448 -3.846 -1.957
C38 6.644 -1.596 -0.312
H59 9.840 -6.725 -0.077
H60 7.045 -5.490 2.203
H61 -3.043 4.251 -5.870
H62 -2.154 0.791 7.176
C39 3.384 -2.378 -1.543
H63 -2.306 -5.224 2.520
H64 4.393 -0.005 2.540
C40 -1.017 4.360 -5.173
H65 0.401 -4.025 -1.078
F1 5.962 -2.706 1.683
C41 -4.927 -7.126 -1.564
C42 6.751 -6.229 1.455
N2 1.106 1.752 2.169
O9 -4.108 -5.274 -0.317
H66 3.921 2.062 3.326
C43 3.271 -0.490 -4.059
H67 4.271 -0.896 -3.983
C44 0.160 -3.822 -0.032
H68 -0.339 0.879 -4.290
H69 5.815 -4.497 -1.165
H70 -1.779 -4.650 -0.283
H71 -5.090 7.068 -5.451
C45 0.880 -0.872 -4.007
H72 -5.697 7.589 -3.861
H73 9.572 -5.975 1.512
H74 -6.325 4.977 2.566
H75 1.948 0.288 -0.020
H76 -1.132 -4.718 4.591
H77 -0.731 2.830 1.990
H78 -0.796 4.184 -7.297
H79 1.731 0.033 -1.737
H80 -2.872 4.447 -4.122
H81 7.191 -2.320 -0.911
H82 -5.069 -7.058 -2.644
H83 5.603 0.572 0.638
O10 -0.435 3.815 -4.256
C46 -1.266 5.536 -0.495
O11 7.524 -6.084 -0.794
C47 -1.365 -3.705 0.067
C48 3.045 0.860 -4.289
C49 4.538 0.460 0.452
C50 -1.922 -3.426 1.463
H84 -4.197 6.491 0.682
H85 2.272 2.934 0.954
N3 3.145 -1.194 -0.869

As for the maximum force: 1.12 eV Å⁻¹. As for the spin multiplicity: 1. The calculation puts the orbital gap at 8.74 eV. As for the LUMO energy: -2.1 eV. Its total charge is +1. The energy above the lowest of the compared OMol25 structures with the same formula, charge and spin is 0.0 kJ/mol.

Atom charges from the Löwdin analysis, given in e for atoms 1 to 8: number 1, H, carries 0.116; number 2, C, carries -0.015; number 3, H, carries 0.098; number 4, C, carries -0.427; number 5, H, carries 0.087; number 6, H, carries 0.042; number 7, H, carries 0.109; number 8, C, carries -0.049

---

Molecular formula: C19H22BF5IrN4S5Se2
Method: DFT, ωB97M-V with the def2-TZVPD basis set

Geometry (Å):
H1 -3.485 -3.406 3.314
H2 2.785 3.857 -0.965
C1 -2.402 3.816 -2.064
S1 1.126 -1.666 -0.252
C2 -0.004 -2.359 -3.911
H3 4.480 0.566 3.932
H4 4.530 1.679 -0.388
H5 -3.464 -0.736 3.548
S2 -2.009 -0.469 -0.228
Ir1 0.145 0.484 0.580
C3 -2.654 3.642 -0.715
H6 -4.757 -0.838 2.318
H7 1.014 3.724 -0.842
S3 0.379 2.172 2.221
C4 -3.683 -0.754 2.483
H8 3.758 2.103 1.145
S4 -0.139 1.406 5.083
C5 -2.303 -3.927 1.512
H9 -2.395 -4.241 -1.405
C6 3.796 1.356 0.353
S5 -0.463 -0.413 2.708
C7 0.385 -2.120 -1.743
C8 1.961 3.410 -0.413
C9 -3.008 -3.165 2.382
N1 -1.884 -3.130 0.477
F1 -3.068 4.730 -2.764
B1 -1.405 -3.836 -0.846
H10 2.332 -1.280 -4.297
F2 -3.598 4.373 -0.124
C10 -0.942 1.908 -0.546
C11 -1.956 2.687 0.006
C12 -0.800 2.054 -1.919
N2 -3.006 -1.891 1.877
H11 4.119 -0.779 0.115
C13 2.018 -1.020 -3.289
F3 -2.370 2.501 1.262
H12 2.805 -1.284 -2.586
C14 -0.089 1.088 3.488
Se1 2.965 -0.638 2.292
C15 -0.937 -3.056 -3.224
H13 -0.670 -4.733 -0.519
N3 -0.678 -2.917 -1.881
C16 -1.475 2.997 -2.676
N4 0.825 -1.786 -2.976
Se2 2.095 1.487 -0.612
C17 4.157 -0.015 0.891
H14 3.253 1.693 3.260
H15 1.827 0.046 -3.230
C18 3.443 0.687 3.628
H16 2.783 0.514 4.475
C19 -2.305 -1.886 0.720
H17 2.003 3.676 0.640
H18 -2.072 -4.977 1.532
F4 0.028 1.244 -2.611
H19 5.177 0.028 1.275
H20 -1.761 -3.652 -3.569
H21 0.148 -2.219 -4.966
F5 -1.245 3.105 -3.987
H22 -3.310 0.158 2.029

As for the maximum force: 0.96 eV Å⁻¹. As for the spin multiplicity: 2. The calculation puts the orbital gap (spin up / spin down) at 6.72 / 5.97 eV. As for the LUMO energy (spin up / spin down): -0.7 / -1.7 eV. Its total charge is 0. The energy above the lowest of the compared OMol25 structures with the same formula, charge and spin is 1.6 kJ/mol.

Atom charges from the Löwdin analysis, given in e for atoms 1 to 8: number 1, H, carries 0.129; number 2, H, carries 0.042; number 3, C, carries -0.138; number 4, S, carries 0.575; number 5, C, carries -0.030; number 6, H, carries 0.027; number 7, H, carries 0.076; number 8, H, carries 0.094

---

Molecular formula: C2H5IN2O2S
Method: DFT, ωB97M-V with the def2-TZVPD basis set

Geometry (Å):
N1 -2.405 0.263 0.776
H1 -0.228 -1.050 -1.114
H2 0.711 -1.599 0.931
N2 -0.396 1.212 -0.794
O1 -2.829 2.239 -0.761
C1 -0.001 -0.171 -0.422
O2 -1.058 2.455 1.163
H3 -0.336 1.561 -1.720
I1 -3.987 -0.563 -0.035
H4 -0.117 1.797 1.506
S1 -1.904 1.531 0.026
H5 0.593 0.087 1.597
C2 0.368 -0.564 0.839

As for the maximum force: 5.72 eV Å⁻¹. As for the spin multiplicity: 1. The calculation puts the orbital gap at 8.72 eV. As for the LUMO energy: 0.0 eV. Its total charge is 0. The energy above the lowest of the compared OMol25 structures with the same formula, charge and spin is 359.8 kJ/mol.

Atom charges from the Löwdin analysis, given in e for atoms 1 to 8: number 1, N, carries -0.836; number 2, H, carries 0.121; number 3, H, carries 0.073; number 4, N, carries -0.128; number 5, O, carries -0.337; number 6, C, carries -0.233; number 7, O, carries -0.291; number 8, H, carries 0.083

---

Molecular formula: C12H14N2O2Tl
Method: DFT, ωB97M-V with the def2-TZVPD basis set

Geometry (Å):
C1 -1.665 1.830 -0.957
C2 -0.448 -1.257 -1.964
H1 -0.915 -0.842 -2.854
H2 -2.351 -0.969 4.412
C3 0.500 -0.394 3.194
H3 -2.449 1.846 -1.729
C4 1.124 -1.921 -0.405
H4 0.176 0.281 5.190
O1 1.690 -0.624 2.941
H5 2.071 -2.179 0.059
C5 0.340 2.504 -2.300
H6 -0.136 -1.459 4.929
C6 -1.688 -0.138 4.166
H7 2.935 1.652 -0.217
C7 -0.240 -0.461 4.499
O2 -2.676 0.331 1.943
H8 1.740 -0.980 -2.361
C8 -0.177 -2.254 0.101
N1 -0.399 0.024 2.221
C9 -0.364 1.997 -1.289
H9 -2.020 0.772 4.677
H10 -2.220 -1.920 -0.757
C10 0.947 -1.312 -1.694
H11 -0.142 2.874 -3.197
H12 -0.386 -2.799 1.015
C11 -1.143 -1.828 -0.855
H13 -2.010 1.623 0.072
H14 1.433 2.513 -2.278
Tl1 0.616 0.574 0.474
C12 -1.721 0.105 2.664
N2 1.965 1.576 -0.608

As for the maximum force: 2.30 eV Å⁻¹. As for the spin multiplicity: 1. The calculation puts the orbital gap (spin up / spin down) at 5.91 / 5.85 eV. As for the LUMO energy (spin up / spin down): 2.6 / 2.7 eV. Its total charge is -1.

Atom charges from the Löwdin analysis, given in e for atoms 1 to 8: number 1, C, carries -0.030; number 2, C, carries -0.208; number 3, H, carries 0.076; number 4, H, carries 0.119; number 5, C, carries -0.501; number 6, H, carries 0.070; number 7, C, carries -0.260; number 8, H, carries 0.124

---

Molecular formula: C22H30N4O6S
Method: DFT, ωB97M-V with the def2-TZVPD basis set

Geometry (Å):
H1 -6.505 -0.222 -0.510
H2 1.924 0.546 2.898
H3 5.165 1.079 2.382
H4 4.104 4.322 -0.193
C1 -1.922 -1.928 0.767
O1 4.420 -0.806 -0.047
N1 3.368 0.236 -2.229
S1 5.294 1.701 0.333
H5 -0.397 1.048 0.118
H6 4.571 2.524 -1.968
H7 2.728 3.186 0.438
N2 3.029 -0.866 2.024
H8 -0.227 -3.801 -1.439
H9 3.612 1.443 1.836
C2 -5.685 -0.647 -0.212
H10 -4.270 2.406 0.264
C3 0.991 -2.301 1.489
C4 2.414 -2.195 1.773
C5 -1.159 0.381 0.010
N3 0.600 -1.083 0.853
H11 0.089 -4.276 -3.061
H12 -5.665 -1.581 -0.507
H13 1.936 -1.050 3.648
C6 -3.409 -0.247 -0.151
H14 -2.921 4.070 -2.061
H15 -4.469 2.232 -1.414
N4 3.195 -1.957 -2.763
C7 3.015 1.033 -1.055
H16 -4.425 4.689 -1.202
O2 -2.488 1.965 -0.696
C8 -2.480 0.758 -0.323
O3 2.150 -2.836 -2.764
C9 1.173 -2.563 -2.252
C10 1.114 -1.108 -1.805
C11 2.628 -0.918 -2.013
C12 3.910 -0.366 1.348
C13 -0.929 -1.045 0.760
H17 3.524 0.001 3.733
C14 3.345 3.628 -0.485
H18 -5.307 -1.025 1.796
H19 4.414 0.067 -2.389
H20 2.624 3.862 -1.328
H21 1.179 -0.345 0.877
C15 2.392 -0.302 3.222
C16 -3.588 4.246 -1.114
O4 2.123 1.195 -0.287
H22 3.161 -2.667 0.816
C17 -6.136 -0.569 1.360
H23 -2.852 4.651 -0.176
H24 -4.007 -2.218 0.503
H25 2.836 -3.102 2.499
H26 -0.838 -2.887 -2.506
O5 0.359 -3.377 1.493
H27 -1.690 -2.894 1.012
C18 -3.128 -1.656 0.206
C19 4.517 1.000 1.566
O6 -4.561 0.246 -0.575
C20 -3.834 2.880 -0.723
C21 -0.128 -3.531 -2.322
H28 0.417 -0.539 -1.660
H29 -6.328 0.469 1.499
H30 -7.030 -1.167 1.560
C22 4.056 2.213 -0.852

As for the maximum force: 16.99 eV Å⁻¹. As for the spin multiplicity: 1. The calculation puts the orbital gap at 8.05 eV. As for the LUMO energy: 0.4 eV. Its total charge is 0. The energy above the lowest of the compared OMol25 structures with the same formula, charge and spin is 2146.6 kJ/mol. Its SMILES is CCOc1ccc(NC(=O)CN(C)C(=O)CS[C@H](C)C(=O)Nc2cc(C)on2)cc1OCC.

Atom charges from the Löwdin analysis, given in e for atoms 1 to 8: number 1, H, carries 0.052; number 2, H, carries 0.070; number 3, H, carries 0.076; number 4, H, carries 0.043; number 5, C, carries -0.116; number 6, O, carries -0.233; number 7, N, carries 0.122; number 8, S, carries 0.982

---

Respective calculated total energy values: -1272.7033 -3047.7862 -8378.5971 -1034.8934 -897.9073 -1924.2507 Ha.